(1)
8 unconnected molecules or ions with the total composition C58H128F9N6O4P3 in a non-equilibrium geometry, computed with ωB97M-V with the def2-TZVPD basis set.

Last column: Mulliken charge in e.
Cartesian coordinates (Å):
C  -0.445  -0.116  1.943  -0.0638
O  -0.396  1.197  2.528  0.7215
O  -1.089  -0.965  2.931  -0.9286
C  -0.778  -0.175  0.430  0.4797
F  0.370  -0.307  -0.205  -0.0206
F  -1.657  -1.073  -0.035  -0.2871
F  -1.374  0.924  -0.056  -0.5823
C  0.509  2.202  1.868  1.2378
C  0.637  3.529  2.590  -1.6713
H  0.916  3.375  3.633  0.1806
H  1.205  4.243  1.994  0.2459
H  -0.396  3.873  2.624  0.2943
H  0.121  2.490  0.891  -0.1790
H  1.458  1.728  1.616  -0.2466
H  0.616  -0.357  1.897  -0.4195
C  -0.338  -4.363  -2.170  -0.8464
C  0.611  -3.138  -2.502  0.3053
N  1.626  -3.491  -3.449  0.7569
C  1.264  -3.717  -4.779  -0.1865
C  2.484  -4.155  -5.455  -0.7250
N  3.506  -4.327  -4.433  0.1162
C  2.958  -3.879  -3.198  -0.2285
C  4.865  -4.766  -4.569  -0.8043
H  -0.980  -4.675  -2.994  0.3804
H  -0.941  -4.267  -1.267  -0.1595
H  0.228  -5.223  -1.812  0.5544
H  1.014  -2.746  -1.569  0.0107
H  0.139  -2.239  -2.897  -0.5919
H  0.257  -3.511  -5.108  0.4532
H  2.698  -4.499  -6.456  0.4541
H  3.460  -4.016  -2.252  0.4870
H  5.494  -3.995  -5.015  0.3678
H  5.084  -5.640  -5.182  0.3420
H  5.306  -4.995  -3.599  0.3028
C  -0.162  7.400  2.716  -1.0496
C  -1.230  7.339  1.659  -0.3583
N  -1.027  6.455  0.498  0.3328
C  -1.835  5.443  0.167  -0.4070
C  -1.454  4.705  -0.958  -0.5000
N  -0.311  5.280  -1.338  0.2679
C  0.027  6.310  -0.410  -0.4000
C  0.514  4.883  -2.461  -0.3274
H  0.744  7.895  2.364  0.3790
H  0.090  6.511  3.295  0.1375
H  -0.553  8.042  3.505  0.4260
H  -1.323  8.344  1.246  0.3177
H  -2.154  7.125  2.195  0.3112
H  -2.715  5.305  0.778  0.4457
H  -1.936  3.832  -1.372  0.4682
H  0.871  6.982  -0.363  0.4657
H  1.554  5.176  -2.312  0.2064
H  0.215  5.225  -3.451  0.3327
H  0.441  3.796  -2.418  -0.0914
C  -5.476  -0.678  -8.292  -1.4311
C  -5.312  -0.195  -6.869  0.0738
C  -6.242  -0.990  -5.876  -0.3202
C  -6.511  -0.379  -4.497  -1.2498
P  -5.056  -0.206  -3.309  0.8241
C  -3.689  0.934  -3.909  -1.0023
C  -2.431  0.843  -3.085  2.1397
C  -1.069  1.098  -3.777  -0.8785
C  -0.783  0.093  -4.957  -0.9545
C  -5.781  0.227  -1.729  -1.5282
C  -5.081  0.170  -0.286  0.7513
C  -5.795  0.730  0.989  -1.0310
C  -5.424  0.024  2.335  -0.5436
C  -4.372  -1.934  -3.042  -0.4443
C  -3.414  -2.541  -4.128  2.0444
C  -3.579  -4.004  -4.355  -0.5801
C  -4.973  -4.568  -4.675  -1.4591
H  -6.532  -0.594  -8.550  0.3727
H  -5.018  -1.646  -8.495  0.3161
H  -5.065  -0.030  -9.066  0.4158
H  -5.533  0.867  -6.759  0.4569
H  -4.273  -0.420  -6.631  -0.1148
H  -6.029  -2.057  -5.808  -0.1765
H  -7.221  -0.823  -6.323  0.5532
H  -7.129  -1.014  -3.861  0.5875
H  -7.108  0.533  -4.493  0.6521
H  -4.014  1.974  -3.924  0.6556
H  -3.442  0.854  -4.968  0.5558
H  -2.324  -0.178  -2.718  -1.0527
H  -2.267  1.484  -2.218  -0.5935
H  -0.249  1.066  -3.059  -0.0784
H  -1.090  2.124  -4.143  0.5516
H  -1.516  0.261  -5.745  0.3880
H  -0.774  -0.879  -4.464  -0.1237
H  0.236  0.185  -5.333  0.5149
H  -6.641  -0.443  -1.760  0.5611
H  -6.224  1.223  -1.726  0.5453
H  -4.049  0.496  -0.420  -0.2562
H  -4.985  -0.860  0.057  -0.1355
H  -6.852  0.536  0.808  0.4269
H  -5.811  1.812  1.125  0.4579
H  -5.651  -1.035  2.459  0.3155
H  -6.061  0.508  3.075  0.5161
H  -4.379  0.258  2.541  -0.2361
H  -5.225  -2.530  -2.717  1.0688
H  -3.796  -1.941  -2.117  -0.6452
H  -2.362  -2.430  -3.864  -1.2648
H  -3.693  -2.041  -5.055  0.0659
H  -3.151  -4.422  -3.443  -0.0446
H  -2.845  -4.118  -5.152  0.4395
H  -4.861  -5.603  -4.999  0.4625
H  -5.442  -4.111  -5.546  0.3192
H  -5.503  -4.688  -3.731  0.3408
C  8.967  2.209  -0.187  -1.1836
C  8.405  1.239  -1.275  -0.5333
C  7.635  0.189  -0.619  -0.7462
C  6.554  0.696  0.326  -0.6009
P  5.250  -0.546  0.842  0.2776
C  4.211  -1.063  -0.538  -0.6769
C  3.844  0.171  -1.351  -0.6266
C  2.832  -0.024  -2.469  0.9417
C  2.455  1.319  -3.217  -1.1516
C  6.003  -2.093  1.707  -1.1591
C  7.277  -1.981  2.573  -0.4394
C  7.583  -3.297  3.436  -0.7357
C  7.949  -4.516  2.515  -1.1336
C  4.181  0.218  2.168  -0.6198
C  4.824  0.379  3.568  -1.0543
C  3.910  1.296  4.467  -1.0465
C  2.396  0.810  4.764  -0.9727
H  8.256  2.914  0.245  0.2971
H  9.835  2.734  -0.588  0.3852
H  9.401  1.636  0.632  0.3252
H  9.201  0.696  -1.785  0.3878
H  7.626  1.811  -1.778  0.2725
H  8.305  -0.472  -0.068  0.2812
H  7.283  -0.471  -1.412  0.2473
H  6.035  1.594  -0.011  0.3468
H  7.000  1.091  1.239  0.8379
H  3.345  -1.659  -0.252  0.7404
H  4.810  -1.700  -1.190  0.6520
H  4.722  0.710  -1.708  0.5239
H  3.421  0.875  -0.635  -0.0043
H  1.942  -0.590  -2.195  -0.8774
H  3.285  -0.586  -3.286  0.4069
H  2.277  2.147  -2.530  -0.0660
H  1.656  1.295  -3.957  0.1031
H  3.160  1.731  -3.939  0.6098
H  6.101  -2.662  0.782  0.6682
H  5.201  -2.544  2.291  0.6532
H  7.206  -1.123  3.242  0.3423
H  8.103  -1.940  1.863  0.1566
H  6.698  -3.541  4.024  0.3460
H  8.427  -3.059  4.083  0.4050
H  8.314  -5.440  2.965  0.3662
H  8.522  -4.087  1.693  0.3262
H  7.185  -4.855  1.816  0.2802
H  3.363  -0.440  2.460  0.4861
H  3.738  1.189  1.949  0.1795
H  5.877  0.659  3.544  0.4942
H  4.847  -0.613  4.020  0.3309
H  3.947  2.335  4.139  0.3718
H  4.476  1.345  5.397  0.5172
H  1.761  0.753  3.881  0.2388
H  1.893  1.410  5.523  0.3179
H  2.395  -0.176  5.229  0.5494
C  -1.542  0.898  6.041  -0.3680
N  -2.805  1.885  5.936  0.2242
C  -2.938  2.377  4.446  -0.2568
C  -4.049  1.135  6.375  -0.7179
C  -2.507  2.988  6.971  -0.7893
C  -1.261  3.808  6.748  -0.0214
O  -0.315  3.191  7.724  -0.5428
H  -0.628  1.480  5.929  0.4067
H  -1.731  0.200  5.225  -0.1791
H  -1.618  0.530  7.065  0.5042
H  -3.456  1.600  3.884  -0.3171
H  -1.987  2.641  3.981  0.0863
H  -3.553  3.277  4.440  0.4247
H  -4.172  0.671  7.353  0.3724
H  -4.218  0.313  5.679  0.1015
H  -4.849  1.873  6.305  0.4363
H  -2.731  2.505  7.922  0.5957
H  -3.239  3.758  6.728  0.2568
H  -1.363  4.870  6.972  0.3799
H  -0.904  3.844  5.719  -0.0519
H  -0.674  2.764  8.505  0.3317
C  -1.796  -4.649  1.914  -0.7677
N  -3.314  -4.441  1.668  0.1595
C  -3.472  -4.311  0.166  -0.6686
C  -4.138  -5.645  2.123  -0.8725
C  -3.710  -3.114  2.330  -0.0952
C  -3.618  -3.110  3.882  -0.8243
O  -3.325  -1.750  4.283  -0.3334
H  -1.598  -4.839  2.969  0.3632
H  -1.352  -3.701  1.609  0.3020
H  -1.534  -5.448  1.221  0.4450
H  -2.914  -3.471  -0.248  -0.2439
H  -4.494  -4.123  -0.165  0.4381
H  -3.051  -5.173  -0.352  0.6287
H  -5.186  -5.365  2.014  0.3705
H  -3.903  -5.859  3.166  0.3718
H  -3.834  -6.523  1.554  0.4015
H  -4.731  -3.206  1.961  0.5159
H  -3.133  -2.361  1.792  -0.1891
H  -2.836  -3.731  4.318  0.3546
H  -4.567  -3.613  4.069  0.4425
H  -2.503  -1.422  3.910  0.2704
P  4.164  4.753  0.122  1.4796
F  5.031  4.123  1.318  -0.3809
F  5.405  5.774  -0.091  -0.3704
F  4.905  3.755  -0.897  -0.4165
F  3.404  5.569  -1.052  -0.4646
F  2.929  3.684  0.049  -0.3732
F  3.507  5.692  1.224  -0.3929

The HOMO energy comes out at -15.447 eV. Its multiplicity is 1. The charge is +4. For the HOMO-LUMO gap, the calculation gives 7.34 eV.


(2)
A molecular structure, C58H135AgN9O12 in a non-equilibrium geometry, computed with ωB97M-V with the def2-TZVPD basis set.

Last column: Löwdin spin population.
Cartesian coordinates (Å):
Ag  -0.530  -0.514  0.367  0.5654
C  1.286  -1.194  -3.248  0.0029
C  0.972  -1.076  -1.795  0.0007
O  1.066  0.034  -1.227  0.0199
O  0.498  -2.052  -1.176  0.0334
H  0.525  -0.694  -3.847  0.0002
H  1.369  -2.249  -3.506  -0.0002
H  2.221  -0.689  -3.490  -0.0001
O  -1.793  0.150  2.040  0.2010
H  -1.879  1.113  2.178  0.0028
C  -4.237  0.121  -2.025  0.0024
C  -2.811  0.247  -1.534  0.0008
C  -2.527  1.621  -0.900  -0.0007
O  -1.170  1.606  -0.430  -0.0022
C  -0.513  2.869  -0.170  -0.0005
N  -2.549  -0.946  -0.713  0.0613
H  -4.467  0.869  -2.783  0.0006
H  -4.919  0.369  -1.212  0.0000
H  -4.431  -0.869  -2.437  0.0003
H  -2.158  0.154  -2.402  0.0002
H  -3.233  1.982  -0.152  -0.0002
H  -2.471  2.428  -1.630  -0.0001
H  -0.836  3.752  -0.721  0.0000
H  0.536  2.684  -0.404  -0.0001
H  -0.709  3.172  0.858  -0.0002
H  -3.131  -1.648  -1.147  0.0035
H  -3.091  -0.761  0.120  -0.0013
C  3.310  -7.001  -4.495  0.0000
C  4.236  -6.281  -3.594  0.0000
C  3.518  -5.031  -3.025  0.0000
O  4.503  -4.401  -2.149  0.0000
C  4.095  -3.226  -1.509  0.0000
N  4.330  -7.234  -2.535  0.0000
H  2.364  -7.138  -3.971  0.0000
H  3.747  -7.966  -4.752  0.0000
H  3.105  -6.514  -5.449  0.0000
H  5.171  -6.063  -4.110  0.0000
H  2.567  -5.249  -2.539  0.0000
H  3.280  -4.334  -3.828  0.0000
H  3.803  -2.446  -2.213  0.0000
H  4.924  -2.788  -0.953  0.0000
H  3.257  -3.414  -0.838  0.0000
H  5.078  -7.868  -2.777  0.0000
H  4.714  -6.714  -1.760  0.0000
C  -0.301  -0.971  6.337  0.0000
C  -0.617  0.498  6.024  0.0000
C  -0.090  1.447  7.097  0.0000
O  -0.324  2.844  6.815  0.0000
C  -1.720  3.256  6.840  0.0000
N  -0.249  0.812  4.619  0.0018
H  0.770  -1.143  6.234  0.0000
H  -0.795  -1.609  5.604  0.0000
H  -0.563  -1.204  7.369  0.0000
H  -1.691  0.684  6.015  0.0001
H  0.982  1.257  7.168  0.0000
H  -0.438  1.228  8.107  0.0000
H  -1.894  3.328  7.913  0.0000
H  -2.371  2.593  6.270  0.0000
H  -1.802  4.258  6.419  0.0000
H  -0.293  1.817  4.531  -0.0001
H  -1.055  0.483  4.107  0.0003
C  2.531  -0.783  3.655  0.0047
C  1.742  -1.099  2.437  0.0041
C  0.734  -2.137  2.861  -0.0004
O  -0.158  -2.276  1.750  -0.0022
C  -1.108  -3.314  2.046  -0.0002
N  1.166  0.095  1.981  0.0885
H  3.209  -1.561  4.007  0.0012
H  1.947  -0.393  4.489  0.0000
H  3.255  -0.008  3.406  0.0002
H  2.320  -1.688  1.725  0.0002
H  0.292  -1.840  3.812  -0.0001
H  1.190  -3.081  3.160  0.0000
H  -1.797  -3.378  1.204  -0.0002
H  -1.649  -3.088  2.965  0.0000
H  -0.721  -4.330  2.127  0.0000
H  0.623  0.316  2.803  -0.0009
H  1.939  0.744  1.982  0.0027
C  4.743  -0.579  0.849  0.0000
C  4.675  0.728  0.082  0.0000
C  4.729  0.550  -1.483  0.0000
O  4.878  1.853  -1.914  0.0000
C  4.827  2.071  -3.263  0.0000
N  3.401  1.303  0.408  -0.0002
H  3.964  -1.313  0.643  0.0000
H  4.752  -0.368  1.918  0.0000
H  5.659  -1.129  0.632  0.0000
H  5.445  1.355  0.530  0.0000
H  3.820  0.128  -1.911  0.0000
H  5.601  -0.010  -1.821  0.0000
H  5.111  3.119  -3.361  0.0000
H  3.831  1.817  -3.625  0.0000
H  5.565  1.491  -3.818  0.0000
H  3.365  2.178  -0.095  0.0000
H  2.617  0.816  -0.003  -0.0004
C  -2.251  -5.152  -4.970  0.0000
C  -2.705  -4.024  -4.020  0.0000
C  -4.229  -3.829  -4.329  0.0000
C  -5.173  -4.833  -3.700  0.0000
C  -4.919  -4.912  -2.164  0.0000
C  -3.457  -5.114  -1.801  0.0000
N  -2.509  -4.228  -2.581  0.0000
O  -1.161  -4.427  -2.230  0.0000
C  -3.382  -4.813  -0.305  0.0000
C  -3.088  -6.518  -2.057  0.0000
C  -2.014  -2.724  -4.497  0.0000
H  -2.928  -6.006  -4.963  0.0000
H  -1.283  -5.380  -4.524  0.0000
H  -2.159  -4.758  -5.983  0.0000
H  -4.532  -2.815  -4.069  0.0000
H  -4.413  -3.825  -5.404  0.0000
H  -5.099  -5.830  -4.134  0.0000
H  -6.200  -4.617  -3.994  0.0000
H  -5.614  -5.698  -1.870  0.0000
H  -5.323  -4.122  -1.531  0.0000
H  -3.615  -3.775  -0.067  0.0000
H  -3.972  -5.467  0.338  0.0000
H  -2.377  -5.148  -0.050  0.0000
H  -3.588  -7.189  -1.358  0.0000
H  -3.238  -6.877  -3.075  0.0000
H  -2.023  -6.718  -1.935  0.0000
H  -2.359  -2.205  -5.392  0.0000
H  -0.961  -2.918  -4.702  0.0000
H  -2.126  -1.991  -3.698  0.0000
H  -0.944  -3.634  -1.734  -0.0001
C  2.937  3.377  4.940  0.0000
C  3.141  4.211  3.626  0.0000
C  2.843  5.668  4.011  0.0000
C  3.438  6.737  3.053  0.0000
C  4.887  6.385  2.662  0.0000
C  5.177  4.940  2.213  0.0000
N  4.493  4.014  3.143  0.0000
O  4.778  2.716  2.902  0.0000
C  4.785  4.795  0.749  0.0000
C  6.713  4.804  2.392  0.0000
C  2.062  3.651  2.597  0.0001
H  2.036  3.712  5.454  0.0000
H  3.806  3.481  5.590  0.0000
H  2.783  2.328  4.688  0.0000
H  1.797  5.899  4.210  0.0000
H  3.350  5.811  4.965  0.0000
H  3.287  7.756  3.408  0.0000
H  2.831  6.770  2.149  0.0000
H  5.552  6.719  3.459  0.0000
H  5.217  7.153  1.963  0.0000
H  5.096  3.811  0.399  0.0000
H  3.747  5.029  0.514  0.0000
H  5.386  5.479  0.149  0.0000
H  6.997  3.780  2.149  0.0000
H  7.209  5.486  1.702  0.0000
H  6.959  5.149  3.396  0.0000
H  2.177  4.167  1.644  0.0000
H  1.029  3.708  2.939  0.0000
H  2.222  2.609  2.321  0.0000
H  4.331  2.487  2.084  0.0000
C  0.178  0.988  -6.447  0.0000
C  -0.393  2.301  -5.866  0.0000
C  -0.435  2.232  -4.275  0.0000
C  0.930  2.460  -3.640  0.0000
C  1.696  3.655  -4.242  0.0000
C  1.878  3.740  -5.832  0.0000
N  0.446  3.470  -6.326  0.0000
O  0.338  3.638  -7.741  0.0000
C  2.185  5.184  -6.262  0.0000
C  2.971  2.809  -6.289  0.0000
C  -1.836  2.487  -6.334  0.0000
H  -0.345  0.124  -6.038  0.0000
H  1.174  0.783  -6.054  0.0000
H  0.092  0.813  -7.519  0.0000
H  -1.137  3.000  -3.951  0.0000
H  -0.712  1.235  -3.933  0.0000
H  1.478  1.578  -3.969  0.0000
H  0.881  2.468  -2.551  0.0000
H  2.715  3.620  -3.858  0.0000
H  1.255  4.565  -3.835  0.0000
H  1.399  5.764  -5.779  0.0000
H  3.085  5.580  -5.792  0.0000
H  2.380  5.261  -7.332  0.0000
H  2.922  2.540  -7.344  0.0000
H  3.952  3.260  -6.143  0.0000
H  2.924  1.838  -5.797  0.0000
H  -2.254  3.471  -6.123  0.0000
H  -2.492  1.683  -5.999  0.0000
H  -1.832  2.429  -7.422  0.0000
H  -0.432  4.190  -7.896  0.0000
C  -3.345  -1.705  4.691  0.0007
C  -4.768  -1.698  4.059  0.0001
C  -5.865  -1.678  5.211  0.0000
C  -6.341  -0.345  5.700  0.0000
C  -6.592  0.667  4.573  0.0000
C  -5.385  0.769  3.582  0.0001
N  -5.080  -0.573  3.118  0.0004
O  -4.305  -0.623  1.979  0.0047
C  -5.948  1.584  2.329  0.0000
C  -4.259  1.588  4.266  0.0017
C  -4.946  -3.087  3.280  0.0000
H  -3.223  -0.808  5.298  0.0000
H  -2.581  -1.488  3.945  0.0005
H  -3.132  -2.710  5.056  0.0001
H  -6.695  -2.265  4.819  0.0000
H  -5.376  -2.192  6.038  0.0000
H  -5.516  0.080  6.271  0.0000
H  -7.210  -0.365  6.358  0.0000
H  -7.061  1.599  4.888  0.0000
H  -7.338  0.324  3.856  0.0000
H  -6.778  2.225  2.628  0.0000
H  -5.132  2.086  1.809  0.0000
H  -6.388  0.985  1.531  0.0000
H  -3.400  1.575  3.595  0.0012
H  -4.445  2.649  4.432  0.0002
H  -4.010  1.271  5.279  0.0000
H  -4.200  -3.120  2.486  0.0000
H  -5.911  -3.225  2.793  0.0000
H  -4.842  -3.921  3.975  0.0000
H  -3.425  -0.421  2.305  0.0013

The HOMO energy (alpha / beta) comes out at -7.915 / -7.915 eV. The expectation value of S² is 0.754. Its multiplicity is 2. For the HOMO-LUMO gap (alpha / beta), the calculation gives 8.32 / 6.35 eV.